# C34H45FeGeN6O6Se

A structure of composition C34H45FeGeN6O6Se (ωB97M-V with the def2-TZVPD basis set, the OMol25 dataset).

Geometry as ORCA input:
```
! RIJCOSX wB97M-V def2-TZVPD def2/J DEFGRID3
* xyz 1 1
Fe 0.62 -0.50 -0.03
C 7.04 -1.02 -1.49
C 5.74 -0.87 -0.75
C 5.54 0.10 0.19
C 4.35 0.17 0.95
C 4.09 1.09 1.99
N 4.43 2.35 2.04
C 4.73 3.19 0.87
C 3.55 4.13 0.60
C 2.23 3.36 0.55
N 1.19 4.18 -0.04
C -0.06 4.23 0.35
C -0.78 3.35 1.19
C -1.89 3.91 1.87
C -2.70 3.16 2.68
C -3.87 3.74 3.43
C -2.45 1.77 2.71
C -1.44 1.15 2.01
C -1.49 -0.30 1.95
N -0.79 -1.10 1.25
C -1.38 -2.45 1.15
C -0.46 -3.57 0.72
C 0.15 -3.36 -0.67
N 1.16 -2.32 -0.54
C 2.39 -2.66 -0.64
C 3.48 -1.73 -0.32
C 4.69 -1.79 -0.97
C 3.27 -0.74 0.70
O 2.16 -0.58 1.29
C -0.53 1.93 1.22
O 0.38 1.41 0.52
H 7.70 -0.18 -1.30
H 7.56 -1.93 -1.20
H 6.87 -1.08 -2.57
H 6.35 0.80 0.41
H 3.52 0.72 2.84
H 4.21 2.84 2.89
H 5.65 3.75 1.05
H 4.88 2.53 0.03
H 3.50 4.93 1.34
H 3.74 4.61 -0.37
H 2.34 2.43 -0.01
H 1.90 3.07 1.54
H 1.46 4.80 -0.80
H -0.60 5.09 -0.05
H -2.08 4.97 1.77
H -3.88 4.82 3.36
H -4.81 3.36 3.04
H -3.83 3.47 4.49
H -3.13 1.14 3.28
H -2.31 -0.73 2.54
H -1.84 -2.71 2.11
H -2.19 -2.36 0.42
H 0.35 -3.72 1.44
H -1.06 -4.48 0.70
H 0.59 -4.29 -1.04
H -0.62 -3.01 -1.37
H 2.65 -3.67 -0.93
H 4.83 -2.57 -1.72
O -0.37 3.73 -3.39
C 0.90 3.65 -3.11
O 1.61 4.64 -3.02
C 1.46 2.32 -2.75
C 2.81 2.07 -2.56
N 2.90 0.90 -1.91
N 1.69 0.37 -1.65
C 0.81 1.21 -2.18
C -0.64 0.84 -2.06
O -1.47 1.52 -2.69
O -0.88 -0.17 -1.34
H -0.85 2.85 -3.23
H 3.67 2.64 -2.86
H 3.73 0.39 -1.66
C -6.99 -2.84 -1.48
Ge -5.08 -2.92 -1.87
C -4.16 -4.06 -0.57
C -4.76 -3.62 -3.67
C -4.32 -1.10 -1.78
Se -4.43 -0.35 0.02
C -4.23 1.51 -0.50
H -7.41 -3.85 -1.42
H -7.52 -2.29 -2.25
H -7.15 -2.35 -0.52
H -4.58 -5.07 -0.57
H -4.25 -3.66 0.44
H -3.10 -4.14 -0.82
H -5.19 -4.62 -3.77
H -3.69 -3.68 -3.88
H -5.22 -2.98 -4.42
H -4.90 -0.44 -2.42
H -3.28 -1.07 -2.10
H -5.12 1.82 -1.06
H -3.34 1.63 -1.10
H -4.15 2.11 0.41
*
```

Output
**LUMO level**: -0.1359 Eh
**Relative energy (zero: lowest compared OMol25 entry of this formula, charge and spin)**: 19.6 kcal per mole